[1]
Computed, not measured: a molecular structure, C23H27AsN3O4RuSe2, with ωB97M-V/def2-TZVPD.

## Properties
ΔE to the lowest compared entry with this formula, charge and spin: 180.3 kJ/mol
electronic energy: -231044.459 eV
E_HOMO (alpha / beta): -14.362 / -14.322 eV
orbital gap (alpha / beta): 7.073 / 7.057 eV
E_LUMO (alpha / beta): -7.289 / -7.265 eV

```
! wB97M-V def2-TZVPD RIJCOSX def2/J DEFGRID3
* xyz 2 2
Ru -0.241 -0.452 0.076
O -0.021 0.635 -1.597
C -0.324 1.813 -1.865
C -0.901 2.751 -0.974
C -1.023 4.093 -1.382
C -1.563 4.994 -0.516
C -2.020 4.609 0.750
C -1.926 3.297 1.150
C -1.352 2.336 0.299
O -1.316 1.088 0.709
N -1.664 6.410 -0.920
O -1.192 6.707 -1.996
O -2.194 7.165 -0.137
H -0.088 2.146 -2.880
H -0.694 4.415 -2.362
H -2.451 5.361 1.397
H -2.291 2.981 2.119
Se 1.266 -2.297 1.388
Se 2.591 -1.084 -0.175
C 2.522 0.599 0.744
C 3.599 1.458 0.753
C 3.425 2.677 1.402
C 2.216 2.950 2.021
C 1.202 2.008 1.959
N 1.345 0.849 1.312
C 0.544 -3.279 -0.083
C 0.665 -4.637 -0.262
C 0.176 -5.162 -1.458
C -0.378 -4.311 -2.397
C -0.475 -2.955 -2.111
N -0.034 -2.449 -0.963
H 4.532 1.196 0.274
H 4.237 3.392 1.440
H 2.057 3.876 2.556
H 0.248 2.168 2.444
H 1.122 -5.262 0.493
H 0.259 -6.223 -1.658
H -0.728 -4.683 -3.349
H -0.901 -2.254 -2.816
C -3.727 -3.143 -1.576
C -3.195 -2.991 -0.149
As -2.597 -1.193 0.254
C -2.615 -1.082 2.220
C -3.266 -2.258 2.942
C -4.029 -0.011 -0.290
C -5.312 -0.314 0.482
H -3.893 -4.196 -1.803
H -3.044 -2.746 -2.325
H -4.680 -2.629 -1.699
H -2.362 -3.666 0.050
H -3.977 -3.210 0.575
H -3.119 -0.145 2.455
H -1.582 -0.960 2.539
H -4.310 -2.388 2.656
H -3.244 -2.086 4.018
H -2.746 -3.197 2.747
H -4.177 -0.134 -1.363
H -3.679 1.004 -0.121
H -5.662 -1.333 0.316
H -6.099 0.358 0.140
H -5.193 -0.160 1.553
*
```

natural (NBO) atomic charge list, values in e, 5 entries: 0.7665, -0.5618, 0.4611, -0.3232, -0.0754

=====

[2]
Computed, not measured: 2 unconnected molecules or ions with the total composition C9H16N2O2, with ωB97M-V/def2-TZVPD.

## Properties
ΔE to the lowest compared entry with this formula, charge and spin: 559.6 kJ/mol
structure (SMILES): O=c1cc[nH]c(=O)[nH]1.CCCCC
electronic energy: -16663.508 eV
E_HOMO: -9.275 eV
orbital gap: 9.453 eV
E_LUMO: 0.178 eV

```
! wB97M-V def2-TZVPD RIJCOSX def2/J DEFGRID3
* xyz 0 1
C 3.804 2.943 -2.687
C 2.765 1.846 -2.399
C 1.400 2.319 -2.099
C 0.578 1.118 -1.684
C -0.724 1.569 -0.989
C -1.658 -4.195 2.625
C -2.228 -3.390 1.424
C -2.791 -2.128 1.518
C -2.553 -2.274 4.006
H 3.712 3.520 -3.768
H 3.994 3.686 -1.875
H 4.622 1.994 -2.821
H 3.275 1.464 -1.360
H 2.947 1.419 -3.266
H 1.377 2.982 -1.171
H 0.902 3.034 -2.686
H 0.940 0.373 -0.999
H 0.448 0.517 -2.608
H -1.221 2.468 -1.365
H -1.421 0.695 -1.093
H -0.284 1.805 0.170
H -1.797 -4.037 4.749
H -1.754 -3.872 0.557
H -2.731 -1.395 0.665
H -2.834 -0.308 2.792
N -2.275 -3.706 3.819
N -2.848 -1.496 2.768
O -0.960 -5.165 2.727
O -2.687 -1.783 5.049
*
```

natural (NBO) atomic charge list, values in e, 5 entries: -0.5872, -0.4005, -0.4251, -0.3967, -0.5994

=====

[3]
Computed, not measured: C4H10N2 in the gas phase, with ωB97M-V/def2-TZVPD.

## Properties
ΔE to the lowest compared entry with this formula, charge and spin: 81.4 kJ/mol
structure (SMILES): C/C(=C\N)CN
electronic energy: -7289.776 eV
E_HOMO: -8.060 eV
orbital gap: 9.046 eV
E_LUMO: 0.987 eV

```
! wB97M-V def2-TZVPD RIJCOSX def2/J DEFGRID3
* xyz 0 1
C -0.050 -0.071 -1.558
C 0.613 -1.595 0.401
C 0.105 -0.237 0.008
N -0.910 0.998 -2.014
N -0.082 0.691 2.274
C -0.142 0.775 0.832
H -1.825 0.905 -1.578
H -0.528 1.900 -1.745
H -0.044 1.609 2.713
H 0.672 0.100 2.615
H 0.946 0.059 -1.995
H -0.445 -1.009 -1.961
H -0.537 1.738 0.527
H 1.598 -1.775 -0.042
H 0.705 -1.717 1.483
H -0.075 -2.368 0.041
*
```

natural (NBO) atomic charge list, values in e, 5 entries: -0.2236, -0.6415, -0.0898, -0.8217, -0.8337

=====

[4]
Computed, not measured: 3 unconnected molecules or ions with the total composition C28H28F3N4O2, with ωB97M-V/def2-TZVPD.

## Properties
electronic energy: -47668.987 eV
E_HOMO: -11.255 eV
orbital gap: 6.171 eV
E_LUMO: -5.084 eV

```
! wB97M-V def2-TZVPD RIJCOSX def2/J DEFGRID3
* xyz 1 1
C 2.001 -7.685 -2.776
C 1.939 -6.058 -3.115
C 0.612 -5.572 -3.996
C 0.450 -3.975 -4.333
C 1.600 -2.876 -3.817
C 1.247 -1.289 -4.207
C -0.088 -0.920 -3.270
C -1.574 -1.041 -4.005
C -2.874 -0.701 -3.014
C -2.693 -0.293 -1.402
N -3.913 -0.041 -0.544
C -4.972 -1.141 -0.731
O -6.305 -0.881 -0.662
F -4.474 -2.544 -0.968
C -3.597 -0.065 0.942
O -3.295 -1.279 1.477
F -3.557 1.177 1.799
C -1.120 -0.219 -0.877
N 0.080 -0.526 -1.798
C 1.447 -0.451 -1.129
C 1.609 -1.796 -0.206
C 3.202 -1.964 0.146
F 0.894 -1.691 1.117
C 2.950 -3.323 -2.960
C 3.071 -4.959 -2.642
H 2.679 -8.246 -3.547
H 2.297 -7.876 -1.646
H 0.894 -8.112 -2.902
H -0.208 -6.336 -4.337
H -0.500 -3.609 -4.952
H 2.143 -0.561 -4.015
H 0.982 -1.282 -5.370
H -1.674 -1.362 -5.128
H -3.953 -0.756 -3.484
H -0.896 0.074 0.257
H 1.381 0.471 -0.376
H 2.334 -0.239 -1.862
H 1.121 -2.709 -0.755
H 3.433 -3.125 0.183
H 3.918 -1.488 -0.680
H 3.452 -1.412 1.156
H 3.755 -2.532 -2.596
H 4.023 -5.314 -2.037
N 2.673 3.003 1.269
C 1.583 2.357 1.739
C 0.379 2.982 2.020
C 0.283 4.353 1.810
C 1.389 5.047 1.328
C 2.549 4.334 1.073
H 1.708 1.289 1.890
H -0.465 2.412 2.394
H -0.644 4.877 2.020
H 1.347 6.116 1.155
H 3.438 4.830 0.692
N -0.556 5.959 5.303
C -1.148 6.901 6.069
C -2.389 6.742 6.664
C -3.069 5.546 6.459
C -2.486 4.557 5.673
C -1.239 4.808 5.123
H -0.580 7.818 6.196
H -2.816 7.532 7.272
H -4.045 5.385 6.909
H -2.990 3.614 5.494
H -0.741 4.066 4.506
*
```

natural (NBO) atomic charge list, values in e, 5 entries: -0.6669, 0.0195, -0.2063, -0.2364, -0.0675